C3H8BrN | ωB97M-V with the def2-TZVPD basis set

CARTESIAN COORDINATES (ANGSTROEM)
C (-1.27, 0.57, -0.39)
C (-0.08, 0.39, 0.08)
C (1.19, 1.13, -0.50)
H (-2.08, 0.16, 0.08)
H (-1.37, 1.23, -1.31)
H (0.23, -0.21, 1.04)
H (0.94, 1.46, -1.58)
H (1.30, 1.98, 0.21)
H (2.04, 0.45, -0.56)
N (0.21, -3.39, 0.24)
Br (0.91, -2.62, -1.32)
H (-0.08, -2.56, 0.83)
H (-0.58, -3.82, -0.12)

Results
SMILES	C=CC.NBr
E	-2747.7848	hartree
relative energy (zero: lowest compared OMol25 entry of this formula, charge and spin)	29.0	kcal per mole

C3H8BrN3 | ωB97M-V with the def2-TZVPD basis set

CARTESIAN COORDINATES (ANGSTROEM)
C (-1.57, 1.57, 0.08)
C (-0.37, 0.93, 0.04)
C (-2.83, 0.94, -0.02)
N (3.43, -1.96, -0.26)
N (1.27, -1.77, -0.12)
N (2.41, -1.56, 0.35)
Br (1.31, 1.75, 0.11)
H (-1.48, 2.72, -0.05)
H (-0.43, -0.09, 0.01)
H (-3.07, -0.01, 0.59)
H (-3.07, 0.53, -1.15)
H (-3.69, 1.64, 0.14)
H (4.27, -1.54, 0.12)
H (1.43, -2.36, -0.89)
H (2.39, -0.79, 1.05)

Results
E	-2857.2337	hartree
relative energy (zero: lowest compared OMol25 entry of this formula, charge and spin)	31.1	kcal per mole

Q: What is the formula in the first record?
A: C3H8BrN